No. 1
C29H53Cl14I2N2O5 | ωB97M-V/def2-TZVPD

Computed properties:
Total charge = -1
Gap between HOMO and LUMO = 6.6 eV
HOMO level = -5.04 eV
LUMO = 1.56 eV

CARTESIAN COORDINATES (ANGSTROEM)
I (-6.794, -3.693, -2.339)
I (-5.759, 0.156, -2.162)
Cl (1.295, 0.276, 3.361)
Cl (5.421, -2.418, 2.982)
Cl (-0.849, 2.441, -4.322)
Cl (-2.231, 3.906, 4.002)
Cl (4.627, -5.052, 0.958)
Cl (-4.599, 4.936, -3.397)
Cl (-0.780, 3.522, -7.565)
Cl (7.213, -6.294, 4.970)
Cl (-1.602, 6.558, -3.180)
Cl (0.745, 5.566, 4.245)
Cl (-2.680, -4.345, -2.520)
Cl (3.430, 2.915, 3.603)
Cl (6.419, -8.924, 2.943)
Cl (0.156, -4.436, -1.263)
O (-2.280, 2.137, -0.685)
O (-3.193, -0.315, -4.325)
O (3.438, 1.079, -0.819)
O (0.438, 3.107, 0.090)
O (-1.130, -1.170, -3.935)
N (-3.675, -1.663, 2.422)
N (-2.641, -0.282, -1.074)
C (-2.762, -0.362, 0.366)
C (4.930, -5.099, 2.712)
C (6.235, -7.721, 5.396)
C (4.501, -1.189, -0.374)
C (-0.197, 1.955, -6.937)
C (-2.828, -1.727, 1.162)
C (-1.662, 5.243, 2.971)
C (-5.202, -2.664, -1.173)
C (-4.509, -1.655, -2.196)
C (-0.747, -2.821, -1.325)
C (-0.077, 3.317, -1.246)
C (-1.043, 1.448, -5.787)
C (4.445, -3.845, 3.410)
C (-2.919, -1.361, -1.977)
C (2.002, 0.942, 4.852)
C (-4.038, 6.291, -4.406)
C (3.563, 0.024, 0.154)
C (-2.050, -2.727, -1.859)
C (-2.440, -0.923, -3.503)
C (-2.300, 1.023, -1.655)
C (0.066, -1.577, -0.782)
C (-2.545, 6.236, -4.658)
C (-0.164, 5.198, 2.754)
C (1.320, 1.964, 0.151)
C (-1.673, 3.259, -1.364)
C (2.169, 2.445, 4.770)
C (2.855, 2.275, -0.204)
C (6.720, -8.975, 4.697)
C (-5.981, -2.009, 0.076)
H (-6.047, -2.844, 0.876)
H (4.523, -3.969, 4.492)
H (-0.104, -1.476, 0.345)
H (-1.768, -1.969, 1.562)
H (2.955, 0.440, 5.034)
H (1.238, 2.935, 4.481)
H (-0.107, -0.603, -1.355)
H (3.449, 2.507, 0.759)
H (2.474, 2.840, 5.741)
H (-0.239, 1.248, -7.767)
H (5.997, -5.258, 2.867)
H (-3.058, -1.610, 3.242)
H (3.971, -1.773, -1.218)
H (-4.269, -0.824, 2.423)
H (0.847, 2.076, -6.645)
H (-4.657, -2.092, -3.254)
H (0.981, 1.116, -0.536)
H (-1.224, 1.021, -2.087)
H (0.415, 2.600, -2.010)
H (-7.080, -1.773, -0.182)
H (-2.103, 1.429, -6.045)
H (-3.678, 0.276, 0.697)
H (1.323, 0.686, 5.668)
H (1.189, -1.816, -0.907)
H (4.397, -5.970, 3.102)
H (-1.862, 0.195, 0.847)
H (-0.740, 0.431, -5.522)
H (0.160, 4.220, 2.392)
H (-3.056, 1.416, -2.437)
H (-4.328, 7.223, -3.915)
H (-2.262, 7.000, -5.386)
H (-1.924, 3.255, -2.500)
H (5.194, -7.503, 5.152)
H (4.684, -1.936, 0.484)
H (-4.575, 6.225, -5.354)
H (-2.238, 5.264, -5.049)
H (2.900, 3.141, -0.961)
H (-3.162, -2.662, 0.619)
H (2.549, -0.467, 0.412)
H (-4.570, -3.511, -0.763)
H (1.261, 1.568, 1.232)
H (6.186, -9.845, 5.085)
H (-2.072, 4.265, -0.957)
H (4.017, 0.409, 1.143)
H (6.312, -7.846, 6.478)
H (7.788, -9.134, 4.853)
H (-2.178, 5.147, 2.014)
H (3.403, -3.628, 3.168)
H (0.127, 5.946, 2.014)
H (5.477, -0.752, -0.777)
H (-1.973, 6.182, 3.433)
H (-5.439, -1.143, 0.575)
H (0.257, 4.374, -1.577)

Forces on atoms 1 to 3 (eV/Å):
0.550 0.033 0.417
0.751 -0.393 -0.422
0.012 -0.186 0.114

=====

No. 2
C25H14F4N5Ti | ωB97M-V/def2-TZVPD

Computed properties:
Spin multiplicity = 3
Expectation value of S² = 2.050
Relative energy (zero: lowest compared OMol25 entry of this formula, charge and spin) = 0.136 eV
Total charge = -1
Gap between HOMO and LUMO (alpha / beta) = 6.9 / 4.3 eV
HOMO level (alpha / beta) = -4.41 / -4.52 eV
LUMO (alpha / beta) = 2.44 / -0.19 eV

CARTESIAN COORDINATES (ANGSTROEM)
Ti (0.082, -0.087, 0.005)
F (-1.017, -5.052, 0.335)
F (2.451, -2.520, -1.637)
F (0.731, -6.214, 1.919)
F (4.203, -3.687, -0.074)
N (1.592, -0.393, 0.810)
N (0.118, -0.538, -2.045)
N (-2.699, -3.817, -2.095)
N (6.053, -5.340, 1.780)
N (2.926, -7.283, 3.746)
C (1.441, -2.312, 2.942)
C (2.742, -0.766, 1.418)
C (1.182, -5.305, 1.049)
C (0.272, -4.707, 0.221)
C (-0.088, -1.671, -1.819)
C (5.158, -0.634, 1.614)
C (-0.334, -3.007, -1.527)
C (-1.222, 1.514, 1.097)
C (-2.371, -0.155, 0.033)
C (3.504, -5.621, 1.877)
C (2.737, -1.710, 2.487)
C (-1.163, 0.354, 1.909)
C (3.989, -0.241, 0.983)
C (0.625, -3.709, -0.698)
C (2.560, -4.994, 1.027)
C (2.922, -4.009, 0.076)
C (2.002, -3.401, -0.733)
C (3.995, 0.721, -0.165)
C (5.144, -1.542, 2.663)
C (4.902, -5.411, 1.797)
C (3.935, -2.073, 3.086)
C (-1.631, -3.478, -1.815)
C (-1.856, -0.686, 1.239)
C (-1.980, 1.193, -0.055)
C (3.153, -6.551, 2.884)
H (-2.195, 1.862, -0.876)
H (3.921, -2.800, 3.893)
H (-0.794, 2.476, 1.333)
H (1.616, -3.208, 3.539)
H (6.070, -1.862, 3.123)
H (0.876, -1.605, 3.555)
H (-2.932, -0.707, -0.706)
H (3.447, 1.633, 0.087)
H (0.809, -2.563, 2.086)
H (-0.656, 0.273, 2.856)
H (3.492, 0.284, -1.032)
H (-2.003, -1.693, 1.601)
H (6.104, -0.232, 1.265)
H (5.016, 0.988, -0.442)

Forces on atoms 1 to 3 (eV/Å):
-0.034 0.883 0.895
0.079 -0.026 0.072
-0.065 -0.087 0.110

=====

No. 3
C29H24BrCl4F6IN2O5PSSbTl | ωB97M-V/def2-TZVPD

Computed properties:
Spin multiplicity = 2
Expectation value of S² = 0.948
Relative energy (zero: lowest compared OMol25 entry of this formula, charge and spin) = 19.559 eV
Total charge = 0
Gap between HOMO and LUMO (alpha / beta) = 6.0 / 6.2 eV
HOMO level (alpha / beta) = -6.94 / -7.38 eV
LUMO (alpha / beta) = -0.92 / -1.14 eV

CARTESIAN COORDINATES (ANGSTROEM)
Tl (0.573, 0.291, 1.498)
I (-5.565, 0.723, 0.355)
Sb (3.427, -0.911, -1.729)
Br (1.051, -2.470, 3.214)
Cl (-4.287, -3.521, -3.100)
Cl (1.109, 5.303, 2.175)
Cl (1.922, 5.951, -0.548)
Cl (-0.148, 2.602, -0.625)
S (2.689, 5.774, -6.404)
P (-1.975, 2.357, 0.239)
F (2.015, 0.063, -2.505)
F (2.409, -2.434, -2.259)
F (4.325, -0.884, -3.383)
F (2.490, -0.710, -0.036)
F (4.487, -2.160, -0.791)
F (4.584, 0.470, -1.184)
O (1.099, 7.420, -5.057)
O (2.989, 3.084, 1.491)
O (2.441, 2.577, -0.687)
O (-2.579, -2.231, 6.896)
O (-2.440, 0.765, 0.513)
N (-1.427, -1.309, 3.043)
N (-0.595, -1.427, -0.179)
C (-2.788, -0.266, -0.326)
C (0.882, 4.524, -4.732)
C (-4.584, -1.415, -1.503)
C (-2.348, -2.332, -1.577)
C (2.900, 3.428, -3.152)
C (3.218, 4.127, -4.304)
C (-2.646, -0.982, 3.478)
C (-3.101, -1.263, 4.750)
C (2.220, 4.724, -5.059)
C (-1.860, -1.316, -0.717)
C (-0.262, -3.488, -1.358)
C (1.572, 3.318, -2.744)
C (-0.978, -2.284, 5.188)
C (-3.285, 3.183, -0.671)
C (-4.117, -0.412, -0.639)
C (0.568, 3.829, -3.585)
C (2.355, 3.397, 0.554)
C (1.862, 7.310, -5.974)
C (-1.482, -3.400, -1.931)
C (0.051, 4.029, 0.065)
C (1.293, 2.768, -1.399)
C (-3.701, -2.314, -2.002)
C (-0.648, -1.953, 3.889)
C (1.288, 4.666, 0.549)
C (-2.169, 2.788, 1.993)
C (-2.242, -1.920, 5.629)
C (-0.351, 1.140, -1.141)
C (0.125, -2.479, -0.452)
C (2.257, 8.430, -6.900)
H (-4.100, -0.974, 5.052)
H (-2.780, 2.002, 2.432)
H (2.892, 8.084, -7.713)
H (3.687, 2.988, -2.557)
H (0.422, -4.294, -1.577)
H (4.253, 4.241, -4.598)
H (2.786, 9.186, -6.320)
H (-1.223, 2.871, 2.524)
H (-0.290, -2.805, 5.838)
H (-0.736, 4.730, 0.371)
H (0.101, 4.926, -5.359)
H (-3.480, -1.947, 7.086)
H (-2.945, 4.159, -1.022)
H (-3.626, 2.583, -1.512)
H (-2.698, 3.737, 2.082)
H (-3.285, -0.475, 2.762)
H (-4.104, 3.338, 0.029)
H (1.078, -2.557, 0.053)
H (1.356, 8.893, -7.302)
H (-0.719, 3.155, -1.765)
H (-5.632, -1.475, -1.757)
H (0.422, 1.991, 0.444)
H (-0.462, 3.698, -3.284)
H (-1.834, -4.150, -2.623)

Forces on atoms 1 to 3 (eV/Å):
0.309 -1.285 0.325
-0.079 -0.070 -0.043
0.019 -0.700 -0.119